1.
DFT (wB97M-V/def2-TZVPD) results for a cluster of 2 separate species, C39H44N3Si in total in a non-equilibrium geometry.

XYZ file:
```
87
Properties=species:S:1:pos:R:3:forces:R:3
C -5.50064 -5.73100 -2.35753 0.277 0.050 -0.108
N -4.94289 -5.13935 -1.14992 -0.718 0.696 -0.001
C -5.48333 -5.76316 0.05014 0.347 -0.002 0.087
C -3.63607 -4.62219 -1.14922 0.587 0.101 0.038
C -3.38533 -3.22268 -1.15540 -0.496 -0.662 -0.084
C -2.09599 -2.73843 -1.09999 0.498 0.131 0.177
C -0.94866 -3.59794 -1.03844 -0.797 -0.003 0.245
C 0.33656 -2.98837 -0.91657 -0.073 -1.093 -0.934
C 1.61843 -3.60117 -1.03899 0.803 -0.027 0.239
C 2.76869 -2.74635 -1.09217 -0.482 0.110 0.165
C 4.05501 -3.23628 -1.15364 0.489 -0.647 -0.076
C 4.29898 -4.63628 -1.15079 -0.564 0.091 0.045
N 5.60409 -5.15630 -1.15109 0.721 0.687 -0.005
C 6.14385 -5.77816 0.04999 -0.346 -0.005 0.089
C 6.16234 -5.74579 -2.35926 -0.276 0.046 -0.107
C 3.18776 -5.50193 -1.13142 -0.270 0.219 0.021
C 1.89921 -5.00446 -1.08795 0.008 -0.046 0.036
C -1.23689 -4.99964 -1.07718 -0.014 -0.082 0.029
C -2.52794 -5.49168 -1.12632 0.282 0.214 0.026
H -5.06259 -5.26629 -3.24748 -0.172 -0.104 0.147
H -5.32752 -6.82013 -2.39239 0.012 0.149 -0.101
H -6.58493 -5.56137 -2.35056 0.236 -0.033 -0.131
H -5.04037 -5.31529 0.94623 -0.164 -0.097 -0.152
H -6.56856 -5.60195 0.05975 0.231 -0.021 0.105
H -5.30238 -6.85114 0.05974 0.004 0.129 0.105
H -4.25033 -2.55668 -1.19209 0.357 -0.153 0.018
H -1.92760 -1.66066 -1.09622 -0.083 -0.207 0.038
H 0.33440 -1.90001 -0.82757 0.015 -0.193 0.010
H 2.60767 -1.66807 -1.07641 0.072 -0.205 0.026
H 4.92253 -2.57419 -1.19090 -0.344 -0.149 0.027
H 5.69812 -5.33006 0.94464 0.167 -0.099 -0.150
H 5.96405 -6.86627 0.05998 -0.003 0.128 0.106
H 7.22883 -5.61529 0.06213 -0.232 -0.021 0.102
H 5.72228 -5.28089 -3.24817 0.174 -0.106 0.145
H 7.24635 -5.57417 -2.35376 -0.237 -0.034 -0.128
H 5.99070 -6.83506 -2.39475 -0.010 0.147 -0.103
H 3.35692 -6.58238 -1.14369 -0.085 0.393 0.002
H 1.10246 -5.73279 -1.07247 0.425 0.185 0.022
H -0.44478 -5.73301 -1.04809 -0.429 0.192 0.028
H -2.70182 -6.57175 -1.13808 0.093 0.403 0.014
C 1.71558 2.25918 -2.56189 -0.107 0.060 0.135
C 1.44359 3.63141 -2.59622 -0.029 -0.047 0.036
C 0.76140 4.24941 -1.54043 0.165 -0.537 -0.173
C 0.38222 3.49713 -0.42104 0.132 0.169 -0.292
Si -0.48654 4.25336 1.03837 0.374 -0.158 0.201
C -0.67094 6.09573 0.84364 -0.083 0.175 -0.024
C -1.94958 6.67699 0.82882 0.271 0.307 -0.074
C -2.09813 8.05497 0.64131 0.154 -0.037 0.000
C -0.97210 8.86879 0.47119 -0.033 -0.350 0.075
C 0.30444 8.29805 0.49381 -0.023 -0.234 0.011
C 0.45524 6.91746 0.67273 -0.281 0.416 -0.039
C -2.15024 3.45062 1.25477 -0.075 -0.133 -0.036
C -2.81570 2.94426 0.13061 -0.487 -0.150 0.323
C -4.07844 2.35651 0.26887 0.142 0.067 0.112
C -4.67432 2.26099 1.53223 0.287 0.092 -0.063
C -3.99944 2.74336 2.65874 0.157 0.077 -0.045
C -2.73916 3.33956 2.52376 -0.456 -0.244 -0.348
C 0.53894 3.74549 2.53703 -0.651 0.949 0.371
C 1.91541 4.44103 2.64975 -0.282 -0.413 -0.467
C 2.79482 3.39180 3.35350 -0.077 0.128 0.326
C 2.06083 2.04465 3.22599 -0.203 -0.379 0.266
N 0.81599 2.31222 2.49992 0.236 0.158 0.271
C 0.69574 2.13268 -0.37606 0.100 -0.597 -0.495
C 1.32824 1.50139 -1.45084 -0.104 0.647 0.031
H 2.22957 1.77853 -3.39535 -0.127 0.183 0.172
H 1.75944 4.22848 -3.45177 -0.082 -0.194 0.162
H 0.52323 5.31408 -1.58541 0.104 -0.292 -0.040
H -2.82894 6.04124 0.95444 0.208 0.241 -0.029
H -3.09615 8.49331 0.62604 0.255 -0.082 -0.002
H -1.08937 9.94286 0.32031 0.032 -0.308 0.056
H 1.18971 8.92240 0.36675 -0.259 -0.124 0.018
H 1.45665 6.47898 0.66703 -0.292 0.192 0.007
H -2.34414 3.01230 -0.85332 -0.179 -0.023 0.267
H -4.59373 1.97666 -0.61341 0.053 0.085 0.224
H -5.66233 1.81063 1.63758 0.276 0.119 -0.017
H -4.44991 2.66182 3.64878 0.052 0.007 -0.282
H -2.21759 3.72145 3.40521 -0.231 -0.116 -0.238
H -0.08024 4.06528 3.40587 0.405 -0.292 0.083
H 2.30873 4.66405 1.64703 0.013 -0.112 0.220
H 1.83672 5.39034 3.19387 0.062 -0.286 -0.124
H 3.80329 3.35197 2.93479 -0.127 0.019 0.116
H 2.86574 3.64854 4.41425 0.189 -0.030 -0.135
H 2.65084 1.30355 2.67759 0.045 0.037 0.035
H 1.85080 1.62382 4.22219 0.165 0.080 -0.131
H 0.03069 1.71400 2.75240 0.288 0.399 0.157
H 0.47959 1.55760 0.52726 -0.062 0.266 -0.549
H 1.51901 0.42969 -1.40477 0.083 0.181 -0.082
```
Positions in Å, forces in eV/Å.

Values from the calculation:
Kohn-Sham gap = 4.11 eV
energy relative to the best compared isomer or geometry (same formula, charge and spin) = 0.0 kJ/mol
net charge = +1
DFT total energy = -1965.9831 Ha

***

2.
DFT (wB97M-V/def2-TZVPD) results for a cluster of 8 separate species, C39H44O13 in total in a non-equilibrium geometry.

XYZ file:
```
96
Properties=species:S:1:pos:R:3:forces:R:3
O 5.29761 0.00781 2.41112 -1.365 0.613 0.501
C 4.30825 0.61073 2.82939 1.173 -0.153 1.324
C 4.13207 0.98248 4.29896 -3.171 2.963 -0.222
C 3.00393 1.87909 4.59385 4.598 -2.228 1.669
C 2.03114 2.50657 3.58754 0.257 -0.436 5.524
O 1.11619 3.23109 3.95481 0.609 -0.146 -0.331
C 2.23708 2.08205 2.31794 2.130 -4.560 -7.146
C 3.27428 1.10283 1.89869 -2.776 4.613 0.087
H 4.95470 0.70828 5.03743 -1.563 0.268 -0.993
H 3.01720 2.17966 5.70138 -0.623 -0.161 -1.889
H 1.39125 2.40316 1.62172 1.700 -0.382 0.389
H 3.59498 1.03970 0.82332 -1.032 -0.433 0.942
O -4.09852 -3.76548 -2.35618 0.638 0.541 1.096
C -5.09829 -3.17161 -2.02237 -1.919 -0.414 -2.025
C -5.28376 -2.02155 -1.09189 -6.246 2.581 -1.460
C -6.57762 -1.24972 -1.17581 6.320 0.887 3.903
C -7.72606 -1.67528 -1.87586 -3.599 3.207 -1.135
O -8.71217 -0.86991 -1.94333 2.115 -2.195 0.391
C -7.70061 -2.85472 -2.64976 9.586 -3.508 0.188
C -6.34535 -3.56934 -2.85602 -5.897 2.362 1.841
H -4.54207 -1.62249 -0.47816 1.354 0.338 0.719
H -6.75651 -0.10814 -0.54350 0.813 -3.945 -2.012
H -8.46664 -3.14034 -3.20692 -3.417 -1.178 -2.189
H -6.33352 -4.50700 -3.48092 0.312 1.341 0.671
O 1.83092 -1.87197 5.07087 -2.488 -1.716 -3.866
C 1.18659 -2.31532 4.03855 3.608 2.024 2.421
C 1.84299 -2.21657 2.66231 -9.043 -4.077 -3.938
C 0.93661 -2.70310 1.45995 6.436 2.873 2.412
C -0.35563 -3.27334 1.68868 -0.825 -0.658 -1.077
O -0.97025 -3.75496 0.72818 0.274 0.508 1.468
C -0.88222 -3.27350 3.06355 -2.501 -0.917 3.275
C -0.16739 -2.86968 4.20333 -1.157 -1.202 -2.910
H 2.69414 -1.75263 2.42313 3.347 1.558 -0.341
H 1.29836 -2.63986 0.30269 -0.791 -0.095 3.251
H -2.04464 -3.75071 3.11949 3.521 1.478 0.089
H -0.46865 -2.99221 5.25115 -0.217 0.081 -0.736
O 4.58675 1.10093 -1.50197 -0.338 -0.561 -2.384
C 4.47900 0.94365 -2.73157 1.612 0.615 0.967
C 5.60239 0.32888 -3.57666 0.818 0.311 -5.421
C 5.45888 0.25591 -5.13213 3.693 -1.394 6.690
C 4.20889 0.66927 -5.84796 1.144 0.149 2.888
O 4.04640 0.56403 -7.01328 -0.243 -0.368 -2.373
C 3.18547 1.26681 -4.96914 -1.617 -0.227 6.089
C 3.31078 1.43661 -3.49416 -2.033 0.095 -4.423
H 6.70797 0.15190 -3.12767 -3.103 0.200 -0.933
H 6.47652 -0.25305 -5.55033 -3.001 1.568 0.275
H 2.12120 1.20726 -5.31941 1.203 0.885 -0.058
H 2.42534 1.91177 -2.89280 1.773 -1.258 -1.207
O 3.09991 6.00283 0.52790 -2.148 -1.927 -1.683
C 2.43788 5.34865 -0.30758 2.190 1.215 -0.420
C 3.02922 5.09655 -1.69271 -1.868 -2.876 -6.493
C 2.09037 4.57612 -2.80642 4.684 1.760 3.108
C 0.64199 4.38939 -2.50133 -0.985 -1.347 -2.202
O -0.09802 3.95127 -3.41190 1.245 1.014 2.015
C 0.10939 4.54589 -1.11084 9.554 2.867 1.835
C 1.03639 4.79448 -0.04853 -0.586 1.962 -1.547
H 4.16731 5.10924 -2.18471 -3.004 0.421 2.409
H 2.56915 4.26181 -3.89047 -1.650 1.048 3.023
H -0.64416 4.02729 -0.85932 -6.354 -2.963 1.342
H 0.94946 5.02613 1.06378 -1.077 -1.145 -1.375
C 2.14152 -1.79529 -3.35510 0.423 -3.076 -2.083
C 0.66906 -2.29616 -3.56200 2.769 3.591 4.862
C 0.11422 -2.76210 -2.26619 -2.965 -3.198 -0.152
O 0.06874 -1.04224 -3.76289 -4.883 0.568 -4.064
H 2.29135 -1.02790 -2.62543 -0.317 0.874 0.032
H 2.39450 -1.57251 -4.46537 0.506 0.162 2.199
H 2.73827 -2.68072 -2.95622 -0.379 0.972 -0.857
H 0.76725 -2.98890 -4.27830 -0.677 -2.292 -3.197
H 0.26969 -1.95204 -1.57086 -0.727 0.297 0.325
H 0.58857 -3.68101 -1.76432 -0.740 1.067 -1.142
H -1.10580 -3.04597 -2.56451 3.308 0.901 1.668
H -0.85835 -1.11683 -4.35611 3.667 0.151 2.490
C -2.03831 1.00492 -1.62922 -3.109 4.202 6.230
C -0.89770 1.08570 -0.46989 -2.736 -0.133 -4.175
C -1.04720 -0.00182 0.50445 0.847 -0.397 1.026
O 0.37305 1.01849 -1.09079 0.820 3.356 4.301
H -1.93640 0.30924 -2.24933 1.613 -6.621 -4.825
H -2.20778 1.81186 -2.31039 0.500 1.451 0.173
H -3.15143 0.78324 -1.23145 2.490 0.605 -0.206
H -1.08241 2.09178 -0.13002 0.490 0.114 1.067
H -0.93769 -1.06379 0.27781 0.873 0.392 -0.883
H -1.91087 -0.07440 1.05364 -3.100 0.604 0.683
H -0.45826 0.33069 1.31853 1.676 -0.478 0.976
H 0.27472 0.51425 -1.81067 -0.394 -3.123 -4.500
C -2.20911 -0.77275 6.55134 -2.155 3.309 0.883
C -3.07821 -0.42811 5.26455 0.421 1.139 0.120
C -2.45257 0.17244 4.02041 0.981 -7.079 0.945
O -3.77825 -1.56689 4.83484 -1.695 -0.265 4.138
H -1.74103 0.23939 6.87735 0.080 -1.939 -0.742
H -1.56848 -1.59394 6.30392 0.573 -0.203 0.522
H -2.91172 -0.91286 7.51550 1.339 -0.422 -2.335
H -3.76717 0.39619 5.54173 -0.216 -0.509 0.450
H -2.03346 0.91672 4.44567 3.847 5.660 1.812
H -3.23680 0.47210 3.46347 -2.233 0.644 -2.527
H -1.74190 -0.63108 3.64672 -0.814 1.443 -0.274
H -4.15691 -1.61736 5.80104 -0.157 -1.643 -2.949
```
Positions in Å, forces in eV/Å.

Values from the calculation:
SMILES = O=C1C=CC(=O)C=C1.O=C1C=CC(=O)C=C1.O=C1C=CC(=O)C=C1.O=C1C=CC(=O)C=C1.O=C1C=CC(=O)C=C1.CC(C)O.CC(C)O.CC(C)O
Kohn-Sham gap = 7.53 eV
energy relative to the best compared isomer or geometry (same formula, charge and spin) = 0.0 kJ/mol
DFT total energy = -2489.7165 Ha

***

3.
DFT (wB97M-V/def2-TZVPD) results for a structure of composition C39H45N6O8OsP2S2Se.

XYZ file:
```
104
Properties=species:S:1:pos:R:3:forces:R:3
Os -0.23734 -0.38132 -0.24263 -0.051 0.663 -0.337
Se 5.76549 -0.17766 5.01565 0.398 -0.024 0.333
N 4.02333 0.03425 5.17493 -0.532 0.037 0.041
C 3.51830 0.04311 3.96693 0.342 -0.019 0.079
C 2.10817 0.19867 3.67642 -0.318 0.087 -0.226
C 1.15091 0.37160 4.67991 0.093 0.000 -0.101
C -0.16351 0.53619 4.31742 -0.009 0.020 0.044
C -0.49609 0.49222 2.96620 -0.049 0.075 -0.046
N 0.39915 0.30918 2.01040 0.050 -0.274 -0.081
C 1.69311 0.18973 2.33920 -0.111 0.027 0.393
C 2.65888 0.07834 1.24722 0.423 -0.035 -0.171
N 2.19175 0.15968 -0.00695 -0.115 -0.234 0.079
C 3.04096 0.04757 -1.01277 0.154 0.038 -0.112
C 4.40954 -0.14681 -0.83609 -0.001 0.052 0.065
C 4.90922 -0.20697 0.44203 -0.036 -0.022 0.001
C 4.02416 -0.08570 1.51404 -0.286 0.069 -0.294
C 4.46638 -0.10758 2.89236 0.216 0.000 0.343
N 5.71908 -0.23514 3.25424 -0.059 -0.044 -0.497
H 1.47997 0.38348 5.71039 -0.063 -0.013 0.026
H -0.95046 0.67946 5.04397 0.025 -0.014 0.023
H -1.52359 0.58422 2.65400 0.029 -0.012 0.024
H 2.62042 0.12569 -2.00635 -0.049 -0.010 0.038
H 5.05300 -0.23831 -1.69940 -0.007 0.004 -0.004
H 5.96414 -0.34500 0.63726 0.000 -0.002 0.023
C 1.51568 5.43322 -2.91946 -0.093 -0.135 0.058
C 0.23498 4.65470 -2.70957 0.030 0.134 0.045
O 0.54443 3.25598 -2.77105 0.006 -0.052 -0.047
P -0.46214 2.18756 -2.13262 0.069 0.493 0.279
S 0.26206 0.44198 -2.78056 -0.324 0.051 0.480
S -0.57515 2.41820 -0.13125 0.113 -0.485 -0.622
O -1.85094 2.62119 -2.80457 0.247 -0.241 0.001
C -3.03307 2.97575 -2.06561 -0.166 0.023 -0.062
C -4.17838 3.08594 -3.04681 0.174 -0.041 0.041
H 1.28380 6.49351 -3.02230 0.056 0.018 -0.001
H 2.01702 5.08539 -3.82221 -0.007 0.061 -0.031
H 2.19065 5.29642 -2.07501 0.009 0.010 -0.010
H -0.49472 4.88588 -3.48780 -0.030 -0.054 0.010
H -0.20532 4.88656 -1.73487 -0.013 0.007 -0.009
H -2.85710 3.92196 -1.55006 0.020 0.004 -0.005
H -3.24024 2.21584 -1.31754 0.065 -0.050 0.057
H -3.96000 3.83494 -3.80816 -0.061 0.004 -0.008
H -5.08314 3.37234 -2.50878 -0.021 0.014 -0.034
H -4.34364 2.12671 -3.53790 -0.014 0.016 -0.008
O -2.37224 -0.08266 -1.49928 -0.045 -0.264 0.093
C -3.03024 -0.35684 -0.48967 -0.283 0.172 -0.167
N -4.36806 -0.56222 -0.43186 -0.096 -0.215 0.063
C -4.80981 -0.57912 0.95355 0.202 0.070 0.048
C -3.41486 -0.59688 1.67388 -0.195 -0.010 -0.058
O -3.29253 -0.69077 2.87795 -0.026 0.013 -0.023
N -2.44650 -0.45314 0.73446 0.531 -0.173 0.022
C -5.55030 0.72614 1.23344 -0.052 -0.043 -0.009
C -6.93070 0.79642 1.06956 0.061 -0.020 0.027
C -7.58992 2.01224 1.17666 -0.044 0.031 -0.004
C -6.87861 3.17041 1.45268 -0.039 -0.014 0.027
C -5.50277 3.10681 1.61769 0.007 0.031 0.002
C -4.84176 1.89311 1.50598 0.011 0.023 0.042
C -5.55906 -1.83066 1.35107 -0.035 -0.042 0.050
C -6.13192 -1.89523 2.62030 0.034 -0.008 -0.089
C -6.77087 -3.04956 3.03994 0.003 0.060 0.050
C -6.83894 -4.15384 2.20090 0.002 -0.015 -0.012
C -6.25484 -4.09810 0.94543 -0.027 -0.098 0.024
C -5.61025 -2.94368 0.52188 0.000 0.059 -0.010
H -4.98184 -0.36089 -1.20257 0.075 0.113 -0.035
H -7.49255 -0.10709 0.86625 0.001 0.006 -0.013
H -8.66369 2.05556 1.04420 0.006 -0.015 0.012
H -7.39694 4.11567 1.55087 0.012 0.003 -0.026
H -4.94131 4.00638 1.83705 0.012 -0.018 0.000
H -3.76501 1.86529 1.63168 -0.006 -0.009 -0.021
H -6.05384 -1.03756 3.27513 -0.048 -0.012 0.031
H -7.21289 -3.08556 4.02766 0.002 -0.023 -0.007
H -7.33876 -5.05616 2.52913 -0.003 0.002 -0.006
H -6.29492 -4.96231 0.29431 0.012 0.019 -0.016
H -5.13420 -2.91314 -0.44977 -0.015 0.008 0.008
C 0.77648 -5.02452 2.36557 -0.149 0.154 -0.373
C -0.62909 -4.47222 2.12446 -0.064 -0.271 0.375
C -1.65618 -5.57081 2.37177 0.018 0.098 -0.143
C -0.92158 -3.27242 3.01996 -0.016 0.026 -0.259
O -0.83859 -4.09904 0.73056 0.274 0.353 -0.099
P 0.11480 -3.20509 -0.18863 0.137 -0.780 0.406
O -0.75579 -2.46609 -1.17382 -0.040 0.253 0.021
O 0.96928 -2.23664 0.60497 -0.342 0.158 0.091
O 1.12790 -4.21922 -0.86892 -0.070 0.203 0.254
C 0.84240 -5.23113 -1.85757 -0.061 -0.391 -0.459
C 2.03876 -6.17520 -1.79714 -0.052 0.159 0.107
C 0.74357 -4.56558 -3.22662 -0.015 0.120 0.160
C -0.44606 -5.98950 -1.55225 0.081 0.159 0.113
H 0.85788 -5.36908 3.39646 -0.005 0.011 -0.004
H 1.52787 -4.25913 2.18346 0.097 0.063 0.028
H 0.96975 -5.86558 1.69609 0.018 0.004 0.035
H -1.62083 -5.88281 3.41586 -0.014 -0.010 0.009
H -1.44956 -6.43312 1.73589 -0.014 -0.017 0.027
H -2.65645 -5.19992 2.14493 -0.004 -0.019 0.022
H -0.64019 -3.48770 4.05192 -0.013 -0.037 -0.005
H -1.98083 -3.01835 2.99003 -0.021 0.031 0.001
H -0.35865 -2.40962 2.67206 0.116 0.067 0.074
H 2.96291 -5.60980 -1.92052 0.003 -0.021 -0.038
H 1.97254 -6.92702 -2.58346 -0.019 -0.001 -0.002
H 2.06973 -6.67729 -0.82902 0.022 -0.013 -0.007
H 1.64223 -3.98112 -3.42891 0.011 -0.023 -0.007
H -0.11742 -3.89683 -3.25624 0.027 0.007 -0.032
H 0.63371 -5.32620 -3.99973 -0.005 0.001 -0.024
H -0.39094 -6.47351 -0.57685 -0.017 0.001 -0.002
H -0.59800 -6.75371 -2.31446 -0.002 0.003 -0.023
H -1.30030 -5.31158 -1.55405 -0.041 -0.064 -0.026
```
Positions in Å, forces in eV/Å.

Values from the calculation:
Kohn-Sham gap (alpha / beta) = 6.64 / 7.55 eV
spin multiplicity = 6
energy relative to the best compared isomer or geometry (same formula, charge and spin) = 0.0 kJ/mol
DFT total energy = -6415.0743 Ha

***

Among the records above, which one has the highest DFT total energy? C39H44N3Si